# 1
{"formula": "C13H13As2CuF12HgN2O5", "method": "ωB97M-V with the def2-TZVPD basis set", "elements": ["Hg", "Cu", "As", "F", "F", "F", "F", "F", "F", "As", "F", "F", "F", "F", "F", "F", "C", "O", "H", "H", "H", "C", "C", "C", "C", "C", "C", "N", "O", "O", "H", "H", "H", "H", "H", "C", "C", "C", "C", "C", "C", "N", "O", "O", "H", "H", "H", "H", "H"], "xyz": [[-3.500, -0.629, 0.545], [-0.858, -3.007, -1.754], [-4.291, -2.366, -3.082], [-4.535, -3.792, -2.145], [-4.133, -1.366, -1.620], [-4.185, -0.930, -4.007], [-4.409, -3.340, -4.501], [-6.015, -2.193, -3.028], [-2.530, -2.630, -3.134], [-2.840, -4.422, 1.343], [-2.257, -4.127, -0.297], [-2.122, -5.991, 1.288], [-3.438, -4.674, 2.923], [-3.382, -2.710, 1.344], [-4.281, -4.985, 0.636], [-1.343, -3.821, 1.991], [-0.427, -0.593, 0.187], [-1.612, -1.125, -0.368], [0.446, -1.149, -0.165], [-0.345, 0.488, 0.041], [-0.421, -0.652, 1.284], [5.584, -2.135, 1.620], [5.898, -0.834, 1.993], [5.002, 0.184, 1.721], [3.865, -0.084, 0.981], [3.587, -1.375, 0.583], [4.430, -2.426, 0.913], [2.881, 0.978, 0.801], [2.384, 1.087, -0.310], [2.433, 1.546, 1.775], [6.186, -2.994, 1.897], [6.784, -0.748, 2.605], [5.154, 1.110, 2.261], [2.609, -1.569, 0.159], [4.135, -3.402, 0.556], [0.861, 5.172, -1.756], [-0.163, 6.018, -1.335], [-1.021, 5.597, -0.333], [-0.832, 4.386, 0.296], [0.142, 3.509, -0.144], [0.865, 3.875, -1.268], [-1.718, 3.913, 1.365], [-1.787, 2.722, 1.607], [-2.397, 4.757, 1.894], [1.571, 5.612, -2.441], [-0.382, 6.976, -1.786], [-1.727, 6.289, 0.108], [0.391, 2.552, 0.287], [1.746, 3.299, -1.531]], "nbo_charge": [1.590, 0.987, 2.846, -0.601, -0.693, -0.602, -0.612, -0.619, -0.688, 2.853, -0.680, -0.614, -0.600, -0.707, -0.588, -0.624, -0.262, -0.894, 0.156, 0.178, 0.174, -0.174, -0.201, -0.193, 0.038, -0.186, -0.202, 0.525, -0.392, -0.352, 0.224, 0.231, 0.243, 0.218, 0.230, -0.171, -0.207, -0.192, 0.011, -0.187, -0.201, 0.540, -0.418, -0.357, 0.224, 0.225, 0.245, 0.253, 0.227], "orbital_gap_ev": 5.961, "multiplicity": 1, "homo_energy_ev": -10.4, "charge": 0}

***

# 2
{"formula": "C13H13BCl4N2O2", "method": "ωB97M-V with the def2-TZVPD basis set", "elements": ["Cl", "B", "Cl", "Cl", "O", "C", "C", "C", "C", "C", "Cl", "C", "C", "H", "H", "H", "H", "H", "O", "C", "C", "C", "C", "C", "C", "N", "N", "H", "H", "H", "H", "H", "H", "H", "H"], "xyz": [[3.541, 1.933, 0.676], [2.776, 0.251, 0.750], [3.137, -0.721, -0.805], [3.316, -0.702, 2.267], [1.278, 0.444, 0.843], [0.428, -0.502, 0.970], [-0.980, -0.233, 0.820], [-1.891, -1.309, 0.751], [-3.256, -1.075, 0.660], [-3.734, 0.246, 0.633], [-5.414, 0.539, 0.612], [-2.834, 1.327, 0.649], [-1.469, 1.093, 0.722], [0.785, -1.529, 1.111], [-1.496, -2.322, 0.753], [-3.968, -1.895, 0.617], [-3.223, 2.342, 0.602], [-0.766, 1.919, 0.679], [1.481, -3.186, 5.728], [1.129, -2.111, 6.201], [1.735, -1.579, 7.499], [0.801, -0.728, 8.363], [-0.016, 0.250, 7.522], [-0.800, -0.458, 6.410], [0.062, -1.319, 5.555], [-0.548, -1.999, 4.537], [-1.046, -2.517, 3.642], [2.094, -2.437, 8.083], [2.628, -0.980, 7.244], [0.139, -1.386, 8.943], [1.402, -0.176, 9.094], [-0.707, 0.804, 8.162], [0.665, 0.977, 7.063], [-1.576, -1.105, 6.865], [-1.325, 0.283, 5.789]], "nbo_charge": [-0.222, 0.373, -0.247, -0.251, -0.537, 0.518, -0.232, -0.095, -0.254, 0.026, 0.069, -0.247, -0.098, 0.215, 0.239, 0.244, 0.243, 0.251, -0.567, 0.542, -0.500, -0.395, -0.391, -0.415, -0.172, 0.134, 0.029, 0.241, 0.237, 0.200, 0.218, 0.219, 0.207, 0.200, 0.219], "orbital_gap_ev": 6.715, "multiplicity": 1, "homo_energy_ev": -8.9, "charge": 0}

***

# 3
{"formula": "C13H13BF4N4O4SbScSe4", "method": "ωB97M-V with the def2-TZVPD basis set", "elements": ["Sc", "Se", "Sb", "Se", "Se", "Se", "O", "N", "O", "O", "F", "B", "F", "F", "F", "C", "C", "C", "C", "C", "N", "C", "O", "N", "C", "C", "C", "C", "N", "C", "C", "C", "H", "H", "H", "H", "H", "H", "H", "H", "H", "H", "H", "H", "H"], "xyz": [[-1.451, 3.315, 0.918], [2.723, 4.623, 2.704], [1.373, 2.692, 2.236], [0.702, 2.591, -0.229], [-0.904, 2.918, 3.384], [2.343, 0.539, 2.894], [-4.833, 3.862, -0.512], [-3.824, 3.559, 0.019], [-3.434, 4.027, 1.172], [-2.958, 2.727, -0.482], [-0.031, 6.701, -0.535], [-1.167, 6.079, -0.069], [-1.580, 5.005, -0.908], [-2.222, 6.969, 0.126], [-0.910, 5.387, 1.182], [2.831, -1.216, -3.691], [2.343, -1.980, -2.487], [1.810, -3.259, -2.589], [1.314, -3.930, -1.472], [1.362, -3.331, -0.223], [0.812, -4.049, 0.891], [0.559, -3.578, 2.180], [0.840, -4.267, 3.146], [0.007, -2.323, 2.317], [-0.871, -1.621, 1.455], [-1.553, -2.197, 0.406], [-2.302, -1.365, -0.413], [-2.349, -0.016, -0.145], [-1.749, 0.536, 0.920], [-1.047, -0.257, 1.718], [1.935, -2.069, -0.099], [2.397, -1.406, -1.219], [2.865, -1.851, -4.580], [3.832, -0.812, -3.526], [2.184, -0.365, -3.913], [1.759, -3.742, -3.561], [0.866, -4.913, -1.579], [1.011, -5.036, 0.914], [0.287, -1.830, 3.152], [-1.481, -3.254, 0.204], [-2.830, -1.770, -1.267], [-2.893, 0.659, -0.788], [-0.582, 0.221, 2.571], [2.016, -1.564, 0.854], [2.799, -0.405, -1.075]], "nbo_charge": [1.228, -0.747, 1.056, -0.639, -0.646, -0.861, -0.339, 0.735, -0.511, -0.532, -0.538, 1.362, -0.536, -0.554, -0.515, -0.623, -0.049, -0.204, -0.284, 0.224, -0.674, 0.797, -0.641, -0.649, 0.193, -0.250, -0.239, 0.010, -0.419, 0.013, -0.265, -0.168, 0.196, 0.216, 0.226, 0.193, 0.197, 0.397, 0.441, 0.219, 0.205, 0.219, 0.248, 0.268, 0.238], "orbital_gap_ev": 5.944, "multiplicity": 1, "relative_energy_kj_mol": 65.8, "homo_energy_ev": -1.9, "charge": -2}

***

# 4
{"formula": "C13H13FN2O2S", "method": "ωB97M-V with the def2-TZVPD basis set", "elements": ["C", "N", "C", "C", "O", "C", "N", "C", "S", "C", "C", "O", "C", "C", "C", "C", "F", "C", "C", "H", "H", "H", "H", "H", "H", "H", "H", "H", "H", "H", "H", "H"], "xyz": [[-2.274, -1.983, -0.187], [-2.448, -0.573, 0.020], [-3.509, 0.190, -0.414], [-4.667, -0.394, -1.149], [-5.422, -1.290, -0.352], [-3.252, 1.464, 0.016], [-2.076, 1.506, 0.689], [-1.621, 0.279, 0.669], [-0.130, -0.239, 1.416], [0.747, 1.364, 1.408], [1.531, 1.436, 0.116], [1.120, 2.072, -0.827], [2.804, 0.673, 0.048], [3.650, 0.941, -1.031], [4.858, 0.289, -1.165], [5.211, -0.648, -0.209], [6.385, -1.293, -0.327], [4.388, -0.945, 0.865], [3.185, -0.279, 0.993], [-1.560, -2.366, 0.540], [-1.897, -2.177, -1.194], [-3.232, -2.488, -0.062], [-5.297, 0.423, -1.521], [-4.325, -0.989, -2.001], [-5.777, -0.808, 0.403], [-3.830, 2.355, -0.124], [1.376, 1.402, 2.294], [-0.030, 2.128, 1.429], [3.336, 1.675, -1.757], [5.522, 0.492, -1.990], [4.695, -1.690, 1.583], [2.539, -0.527, 1.820]], "nbo_charge": [-0.416, -0.339, 0.041, -0.097, -0.720, -0.057, -0.494, 0.200, 0.236, -0.619, 0.561, -0.524, -0.194, -0.124, -0.290, 0.426, -0.319, -0.292, -0.152, 0.221, 0.208, 0.236, 0.187, 0.190, 0.471, 0.208, 0.238, 0.295, 0.241, 0.234, 0.233, 0.216], "orbital_gap_ev": 8.265, "multiplicity": 1, "relative_energy_kj_mol": 0.0, "homo_energy_ev": -8.1, "charge": 0}

***

# 5
{"formula": "C13H13FN4", "method": "ωB97M-V with the def2-TZVPD basis set", "elements": ["C", "C", "C", "C", "C", "C", "F", "C", "C", "C", "N", "C", "C", "C", "N", "C", "N", "N", "H", "H", "H", "H", "H", "H", "H", "H", "H", "H", "H", "H", "H"], "xyz": [[2.251, -1.596, -0.199], [0.892, -1.348, 0.546], [-0.101, -2.493, 0.380], [-1.196, -1.762, -0.469], [-2.300, -2.388, -0.891], [-3.015, -1.677, -1.806], [-3.929, -2.411, -2.523], [-2.584, -0.450, -2.338], [-1.475, 0.199, -1.799], [-0.782, -0.509, -0.855], [0.330, -0.145, -0.102], [0.424, 1.068, 0.597], [-0.641, 1.614, 1.291], [-0.410, 2.867, 1.750], [0.769, 3.469, 1.760], [1.772, 2.838, 1.192], [2.954, 3.507, 1.252], [1.661, 1.669, 0.571], [3.025, -1.045, 0.306], [2.557, -2.632, 0.002], [2.122, -1.260, -1.209], [1.187, -1.325, 1.646], [0.331, -3.433, -0.026], [-0.462, -2.688, 1.385], [-2.634, -3.379, -0.651], [-3.141, 0.024, -3.171], [-1.221, 1.168, -2.190], [-1.635, 1.103, 1.284], [-1.283, 3.361, 2.075], [2.928, 4.434, 1.641], [3.607, 3.219, 0.551]], "nbo_charge": [-0.607, -0.024, -0.450, 0.056, -0.283, 0.370, -0.343, -0.264, -0.222, 0.114, -0.464, 0.448, -0.381, 0.107, -0.511, 0.555, -0.795, -0.516, 0.217, 0.194, 0.220, 0.208, 0.227, 0.216, 0.235, 0.232, 0.230, 0.236, 0.188, 0.409, 0.398], "orbital_gap_ev": 8.686, "multiplicity": 1, "relative_energy_kj_mol": 5.4, "homo_energy_ev": -7.9, "charge": 0}

***

# 6
{"formula": "C13H13N2", "method": "ωB97M-V with the def2-TZVPD basis set", "elements": ["C", "C", "C", "N", "C", "C", "C", "C", "C", "C", "C", "C", "N", "C", "C", "H", "H", "H", "H", "H", "H", "H", "H", "H", "H", "H", "H", "H"], "xyz": [[-1.835, -0.105, 3.337], [-0.913, -0.144, 2.134], [-0.708, -1.472, 1.415], [0.560, -1.728, 0.798], [1.073, -1.171, -0.299], [2.367, -1.412, -0.712], [2.921, -0.758, -1.845], [2.298, 0.347, -2.353], [1.038, 0.765, -1.834], [0.275, 1.843, -2.353], [-0.960, 2.267, -1.899], [-1.464, 1.561, -0.882], [-0.822, 0.473, -0.300], [0.347, 0.021, -0.775], [-1.391, -0.355, 0.750], [-2.869, -0.604, 3.118], [-1.973, 0.993, 3.634], [-1.345, -0.549, 4.183], [-0.100, 0.614, 2.184], [-1.374, -2.432, 1.573], [1.242, -2.424, 1.193], [2.794, -2.211, -0.276], [3.812, -1.156, -2.260], [2.696, 0.823, -3.246], [0.775, 2.431, -3.058], [-1.652, 3.053, -2.379], [-2.352, 1.872, -0.470], [-2.438, -0.542, 0.621]], "nbo_charge": [-0.612, -0.223, -0.038, -0.575, 0.200, -0.244, -0.125, -0.241, -0.040, -0.045, -0.256, 0.093, -0.254, 0.186, -0.093, 0.222, 0.231, 0.234, 0.246, 0.257, 0.410, 0.216, 0.238, 0.239, 0.229, 0.276, 0.229, 0.239], "orbital_gap_ev": 6.934, "multiplicity": 1, "relative_energy_kj_mol": 81.3, "homo_energy_ev": -11.4, "charge": 1}